{"formula": "C34H84N2O16", "method": "ωB97M-V/def2-TZVPD", "lumo_ev": 0.111, "smiles": "CNC(C)=O.CNC(C)=O.COCCOC.COCCOC.COCCOC.COCCOC.COCCOC.COCCOC.COCCOC", "homo_lumo_gap_ev": 9.1, "e_above_lowest_kcal_mol": 149.73, "e_tot_ev": -72345.430, "elements": ["C", "N", "C", "C", "O", "H", "H", "H", "H", "H", "H", "H", "C", "N", "C", "C", "O", "H", "H", "H", "H", "H", "H", "H", "C", "O", "C", "C", "O", "C", "H", "H", "H", "H", "H", "H", "H", "H", "H", "H", "C", "O", "C", "C", "O", "C", "H", "H", "H", "H", "H", "H", "H", "H", "H", "H", "C", "O", "C", "C", "O", "C", "H", "H", "H", "H", "H", "H", "H", "H", "H", "H", "C", "O", "C", "C", "O", "C", "H", "H", "H", "H", "H", "H", "H", "H", "H", "H", "C", "O", "C", "C", "O", "C", "H", "H", "H", "H", "H", "H", "H", "H", "H", "H", "C", "O", "C", "C", "O", "C", "H", "H", "H", "H", "H", "H", "H", "H", "H", "H", "C", "O", "C", "C", "O", "C", "H", "H", "H", "H", "H", "H", "H", "H", "H", "H"], "coordinates": [[16.468, 4.171, -20.617], [16.588, 5.249, -21.530], [15.669, 5.815, -22.314], [14.196, 5.681, -21.918], [16.046, 6.368, -23.309], [15.567, 3.570, -20.738], [16.368, 4.573, -19.609], [17.360, 3.561, -20.471], [17.555, 5.541, -21.547], [13.917, 5.122, -21.024], [13.642, 5.102, -22.657], [13.817, 6.664, -21.638], [8.833, 1.189, -22.969], [9.673, -0.095, -22.939], [10.785, -0.352, -22.268], [11.131, -1.785, -21.892], [11.501, 0.535, -21.779], [7.767, 0.973, -22.904], [9.013, 1.781, -23.867], [9.052, 1.928, -22.199], [9.213, -0.835, -23.449], [10.196, -2.275, -21.621], [11.798, -1.933, -21.043], [11.518, -2.360, -22.733], [7.666, 2.627, -17.505], [7.020, 2.793, -16.228], [6.149, 3.968, -16.278], [4.876, 4.105, -17.276], [3.810, 3.182, -16.852], [4.139, 1.795, -17.193], [7.034, 2.711, -18.389], [7.867, 1.560, -17.601], [8.545, 3.268, -17.567], [6.698, 4.868, -16.555], [5.826, 4.203, -15.264], [5.105, 3.935, -18.328], [4.530, 5.139, -17.260], [3.601, 1.032, -16.630], [5.114, 1.532, -16.785], [4.199, 1.516, -18.245], [21.323, -5.011, -20.107], [20.310, -4.105, -20.704], [20.829, -3.116, -21.602], [19.756, -2.460, -22.464], [19.053, -1.529, -21.734], [17.941, -2.119, -21.115], [21.627, -5.753, -20.844], [21.040, -5.422, -19.138], [22.148, -4.339, -19.871], [21.565, -3.572, -22.264], [21.309, -2.342, -21.003], [19.061, -3.185, -22.887], [20.254, -1.863, -23.228], [17.420, -1.601, -20.310], [18.401, -2.870, -20.472], [17.170, -2.454, -21.808], [12.731, -11.960, -23.153], [13.663, -11.026, -22.715], [14.869, -11.670, -22.260], [16.024, -10.726, -22.118], [15.865, -9.659, -21.122], [15.567, -8.401, -21.694], [11.858, -11.411, -23.507], [12.392, -12.714, -22.443], [13.073, -12.466, -24.055], [15.206, -12.449, -22.944], [14.703, -12.246, -21.350], [16.331, -10.342, -23.090], [16.946, -11.250, -21.866], [15.345, -7.629, -20.958], [14.658, -8.504, -22.287], [16.307, -7.765, -22.181], [3.011, 3.644, -28.771], [3.472, 4.743, -28.055], [2.621, 5.539, -27.280], [3.345, 6.154, -26.022], [3.823, 5.186, -25.026], [2.798, 4.486, -24.417], [2.648, 3.998, -29.736], [2.275, 3.073, -28.207], [3.776, 2.952, -29.125], [1.636, 5.127, -27.065], [2.509, 6.422, -27.910], [2.711, 6.997, -25.745], [4.230, 6.677, -26.382], [3.103, 3.869, -23.572], [2.256, 3.774, -25.039], [2.052, 5.133, -23.957], [15.553, -1.610, -15.599], [16.905, -1.990, -15.490], [17.170, -3.413, -15.365], [18.670, -3.816, -15.263], [19.400, -3.186, -14.168], [20.855, -3.342, -14.289], [14.968, -2.058, -16.402], [15.285, -0.556, -15.670], [14.985, -1.904, -14.717], [16.921, -3.951, -16.280], [16.585, -3.929, -14.604], [19.026, -3.504, -16.245], [18.814, -4.866, -15.009], [21.184, -2.328, -14.514], [21.238, -3.934, -15.120], [21.377, -3.528, -13.350], [1.681, -5.540, -26.812], [2.131, -4.302, -26.239], [2.415, -4.370, -24.815], [2.891, -3.049, -24.172], [1.739, -2.351, -23.632], [0.663, -2.158, -24.611], [1.068, -5.236, -27.660], [1.144, -6.241, -26.173], [2.619, -5.957, -27.176], [3.188, -5.112, -24.614], [1.514, -4.743, -24.327], [3.378, -2.394, -24.895], [3.636, -3.161, -23.385], [-0.229, -1.649, -24.245], [0.329, -3.080, -25.086], [1.097, -1.519, -25.380], [9.958, -3.239, -28.194], [10.907, -4.179, -28.528], [12.121, -3.616, -29.095], [13.105, -4.719, -29.257], [12.783, -5.516, -30.376], [13.028, -6.916, -30.327], [9.341, -3.004, -29.062], [10.286, -2.321, -27.707], [9.291, -3.842, -27.578], [12.469, -2.816, -28.441], [11.976, -3.202, -30.092], [13.010, -5.449, -28.453], [14.121, -4.341, -29.372], [13.185, -7.273, -31.345], [12.261, -7.647, -30.074], [13.940, -7.155, -29.779]], "mulliken_charge": [-0.877, -0.141, 0.528, -0.963, -0.620, 0.278, 0.339, 0.299, 0.229, 0.350, 0.281, 0.297, -0.843, -0.179, 0.684, -1.022, -0.648, 0.310, 0.299, 0.299, 0.222, 0.309, 0.289, 0.279, -0.740, -0.349, -0.501, -0.431, -0.361, -0.669, 0.270, 0.298, 0.333, 0.345, 0.327, 0.293, 0.351, 0.333, 0.216, 0.284, -0.760, -0.311, -0.464, -0.509, -0.369, -0.654, 0.275, 0.238, 0.324, 0.400, 0.335, 0.353, 0.312, 0.331, 0.241, 0.257, -0.776, -0.265, -0.324, -0.748, -0.342, -0.706, 0.259, 0.297, 0.323, 0.346, 0.331, 0.367, 0.401, 0.275, 0.272, 0.290, -0.707, -0.332, -0.597, -0.545, -0.310, -0.720, 0.283, 0.299, 0.255, 0.436, 0.386, 0.382, 0.320, 0.291, 0.243, 0.315, -0.799, -0.299, -0.559, -0.370, -0.374, -0.732, 0.317, 0.302, 0.322, 0.342, 0.365, 0.248, 0.377, 0.285, 0.308, 0.267, -0.719, -0.328, -0.609, -0.429, -0.393, -0.584, 0.236, 0.314, 0.285, 0.437, 0.431, 0.294, 0.305, 0.274, 0.226, 0.259, -0.729, -0.293, -0.487, -0.439, -0.342, -0.752, 0.283, 0.289, 0.246, 0.392, 0.276, 0.385, 0.269, 0.283, 0.280, 0.338]}

{"formula": "C32H34BrF40N4O7", "method": "ωB97M-V/def2-TZVPD", "lumo_ev": -5.235, "homo_lumo_gap_ev": 7.0, "charge": 1, "e_tot_ev": -232758.731, "elements": ["C", "N", "C", "C", "O", "C", "N", "C", "C", "O", "Br", "C", "N", "N", "H", "H", "H", "H", "H", "H", "H", "H", "H", "H", "H", "H", "H", "H", "C", "C", "C", "F", "F", "F", "F", "O", "C", "C", "F", "F", "F", "F", "H", "H", "H", "H", "C", "C", "C", "F", "F", "F", "F", "O", "C", "C", "F", "F", "F", "F", "H", "H", "H", "H", "C", "C", "C", "F", "F", "F", "F", "O", "C", "C", "F", "F", "F", "F", "H", "H", "H", "H", "C", "C", "C", "F", "F", "F", "F", "O", "C", "C", "F", "F", "F", "F", "H", "H", "H", "H", "C", "C", "C", "F", "F", "F", "F", "O", "C", "C", "F", "F", "F", "F", "H", "H", "H", "H"], "coordinates": [[3.106, -0.390, 1.390], [2.115, -1.423, 0.965], [1.861, -1.427, -0.512], [0.877, -1.393, 1.764], [0.475, -2.496, 2.238], [0.013, -0.093, 2.139], [-0.944, 0.369, 1.084], [-2.297, -0.209, 0.803], [-2.343, -1.809, 0.700], [-3.141, -2.397, 1.480], [-1.308, -2.922, -0.560], [-0.558, 1.450, 0.348], [-1.496, 2.611, 0.394], [0.685, 1.533, -0.398], [3.708, -0.822, 2.281], [3.861, -0.107, 0.563], [2.656, 0.597, 1.760], [0.841, -1.017, -0.823], [2.656, -0.813, -1.087], [2.004, -2.508, -0.893], [-0.587, -0.336, 3.099], [0.662, 0.832, 2.422], [-3.025, 0.119, 1.635], [-2.686, 0.290, -0.165], [-2.303, 2.436, -0.229], [-1.805, 2.754, 1.376], [1.483, 1.567, 0.262], [0.675, 2.475, -0.840], [-0.497, 4.928, 5.409], [-0.246, 3.574, 4.714], [1.205, 3.092, 4.692], [2.022, 3.930, 4.032], [1.290, 1.893, 4.049], [-0.766, 3.618, 3.457], [-0.980, 2.642, 5.390], [-0.594, 6.083, 4.566], [0.616, 6.715, 4.192], [0.867, 6.656, 2.681], [0.916, 5.379, 2.230], [2.055, 7.225, 2.368], [1.632, 6.208, 4.916], [0.495, 8.005, 4.574], [-1.489, 4.853, 5.865], [0.180, 5.095, 6.251], [1.592, 2.954, 5.705], [0.077, 7.176, 2.134], [4.423, -5.465, -3.670], [5.852, -5.985, -3.408], [6.222, -6.214, -1.941], [6.164, -5.085, -1.207], [7.497, -6.666, -1.843], [6.739, -5.158, -4.011], [5.958, -7.183, -4.052], [4.271, -4.052, -3.875], [4.149, -3.241, -2.727], [5.314, -2.256, -2.574], [6.499, -2.895, -2.497], [5.187, -1.529, -1.432], [3.971, -4.021, -1.643], [2.993, -2.548, -2.881], [4.114, -5.902, -4.624], [3.700, -5.850, -2.946], [5.569, -6.962, -1.482], [5.356, -1.569, -3.420], [7.384, 0.792, -1.161], [7.988, 0.458, -2.542], [9.282, -0.356, -2.523], [10.287, 0.279, -1.892], [9.712, -0.582, -3.791], [8.140, 1.605, -3.244], [7.047, -0.273, -3.217], [7.667, 2.090, -0.621], [8.882, 2.246, 0.087], [9.840, 3.231, -0.594], [10.148, 2.840, -1.849], [11.007, 3.315, 0.087], [9.435, 1.038, 0.304], [8.541, 2.723, 1.307], [6.299, 0.799, -1.301], [7.561, 0.000, -0.427], [9.130, -1.329, -2.046], [9.397, 4.228, -0.650], [-8.585, 0.415, 1.231], [-9.175, 0.925, 2.562], [-8.558, 2.210, 3.118], [-7.244, 2.082, 3.392], [-9.158, 2.552, 4.286], [-9.129, -0.074, 3.476], [-10.499, 1.167, 2.338], [-7.595, -0.625, 1.313], [-6.263, -0.211, 1.541], [-5.715, -0.715, 2.881], [-6.459, -0.283, 3.918], [-4.451, -0.257, 3.089], [-6.173, 1.127, 1.402], [-5.526, -0.738, 0.528], [-9.413, -0.054, 0.694], [-8.263, 1.232, 0.579], [-8.689, 3.044, 2.422], [-5.698, -1.807, 2.911], [-6.508, -0.795, -3.997], [-7.620, -0.668, -2.935], [-7.433, -1.502, -1.668], [-7.394, -2.824, -1.915], [-8.475, -1.304, -0.818], [-8.815, -0.925, -3.517], [-7.659, 0.649, -2.562], [-6.748, -1.692, -5.089], [-6.442, -3.058, -4.883], [-7.681, -3.957, -4.954], [-8.606, -3.604, -4.035], [-7.353, -5.247, -4.704], [-5.753, -3.197, -3.734], [-5.585, -3.398, -5.873], [-6.436, 0.186, -4.477], [-5.522, -0.955, -3.551], [-6.520, -1.221, -1.143], [-8.147, -3.901, -5.941]], "mulliken_charge": [-0.276, 0.287, -0.269, -0.036, -0.515, -0.154, 0.541, -0.457, 0.175, -0.462, -0.044, -0.054, -0.537, -0.251, 0.319, 0.003, -0.042, 0.088, 0.262, -0.068, 0.388, 0.126, 0.372, 0.389, 0.338, 0.283, 0.255, 0.415, -0.807, 0.998, -0.013, -0.226, -0.303, -0.266, -0.338, -0.409, 0.732, 0.173, -0.185, -0.253, -0.269, -0.284, 0.403, 0.376, 0.318, 0.243, -0.730, 0.882, 0.072, -0.167, -0.283, -0.261, -0.326, -0.399, 0.804, 0.208, -0.261, -0.137, -0.310, -0.348, 0.437, 0.313, 0.264, 0.319, -0.628, 0.849, 0.171, -0.247, -0.274, -0.288, -0.266, -0.443, 0.726, 0.207, -0.212, -0.252, -0.276, -0.295, 0.317, 0.402, 0.234, 0.240, -0.740, 0.845, 0.087, -0.194, -0.282, -0.279, -0.323, -0.356, 0.821, 0.105, -0.234, -0.245, -0.332, -0.323, 0.501, 0.319, 0.289, 0.253, -0.827, 0.858, 0.745, -0.211, -0.241, -0.288, -0.326, -0.407, 0.785, 0.171, -0.199, -0.253, -0.273, -0.296, 0.466, 0.342, -0.217, 0.252]}